ORCA calculation (ωB97M-V/def2-TZVPD) on a single C18H19N3S2 molecule.

CARTESIAN COORDINATES (ANGSTROEM)
S: 3.2476 2.9761 -0.5457
S: -3.3842 2.2394 0.6186
N: -1.2830 0.6566 0.7801
N: 3.3990 0.3980 -0.8473
N: 1.2978 1.2202 -0.2044
C: 2.8757 -1.1310 0.9836
C: 2.5967 1.4568 -0.5121
C: 4.1666 -3.1621 -0.3881
C: -3.3351 -0.3543 -0.0407
C: -0.4504 -0.4219 0.2999
C: -4.8834 -1.3174 -1.6104
C: -4.9094 -2.4897 -0.8728
C: 3.4385 -0.8733 -0.2643
C: 0.5344 0.1167 -0.7480
C: -4.1095 -0.2515 -1.1926
C: -3.3712 -1.5343 0.7017
C: 4.1000 -1.8972 -0.9395
C: -4.1595 -2.5917 0.2873
C: 3.5804 -3.4226 0.8399
C: 2.9437 -2.4011 1.5243
C: -0.5056 1.7497 1.3195
C: -2.5755 0.8117 0.4381
C: 0.4492 2.2976 0.2598
H: -4.1906 -3.4974 0.8748
H: 4.6801 -3.9488 -0.9201
H: 0.0651 1.3763 2.1759
H: 1.0754 3.0858 0.6786
H: -0.1283 2.7168 -0.5736
H: 2.5090 -2.5901 2.4949
H: -1.0620 -1.2018 -0.1531
H: 2.4152 -0.3254 1.5346
H: 3.6319 -4.4121 1.2669
H: -4.0987 0.6728 -1.7508
H: 0.1041 -0.8481 1.1422
H: 4.5604 -1.6908 -1.8946
H: -1.1871 2.5349 1.6495
H: -0.0429 0.4782 -1.6122
H: 4.2517 0.6855 -1.3105
H: -5.4748 -1.2299 -2.5094
H: -2.8028 -1.6069 1.6180
H: 1.1935 -0.6836 -1.0799
H: -5.5214 -3.3188 -1.1950

The SMILES is S=C(Nc1ccccc1)N1CCN(C(=S)c2ccccc2)CC1. Its electronic energy is -1657.96966 hartree. The gap between HOMO and LUMO comes out at 8.429 eV.

ORCA calculation (ωB97M-V/def2-TZVPD) on 5 unconnected molecules or ions with the total composition C16H47N4O5.

CARTESIAN COORDINATES (ANGSTROEM)
O: 0.6634 -0.4918 0.2908
O: -1.1083 -3.3585 4.4250
O: 2.4843 1.3511 0.0934
O: 0.7382 -0.9820 -5.1147
O: -2.7164 1.5705 -0.6449
N: 3.1009 -1.3431 1.0513
N: -0.6856 -2.3328 1.6150
N: -1.7310 4.8102 0.8523
N: 1.0627 -0.9880 -2.3378
C: -1.5475 3.4578 0.4585
C: -0.6936 2.7395 1.5259
C: 2.4578 2.5561 -0.7169
C: -0.1850 -0.5442 -2.9820
C: -0.4449 -1.2643 -4.2901
C: -4.0042 1.0008 -1.0325
C: -2.5042 -0.7082 1.9331
C: -2.8757 2.7964 0.1186
C: -0.1070 1.0155 -3.1854
C: 0.4945 -1.2151 -6.5038
C: 3.9903 -0.1892 1.3744
C: 3.8390 0.7999 0.1989
C: -2.0666 -2.6106 3.7243
C: -1.4120 -1.6089 2.6630
C: -1.6658 -3.9442 5.5767
C: 5.4047 -0.7708 1.7018
H: -4.4008 1.5363 -1.8951
H: 4.0585 0.2803 -0.7338
H: -0.9372 -4.3939 6.2511
H: 3.4097 -1.8556 0.2376
H: -0.0154 -3.0200 1.9292
H: -0.8522 5.2979 0.7523
H: -3.5054 2.6500 0.9961
H: -2.0453 -0.0691 1.1787
H: 3.0749 -2.0534 1.7690
H: 3.5745 0.3540 2.2231
H: -0.9813 3.5637 -0.4668
H: -2.7391 -2.0382 4.3633
H: 1.4566 2.9163 -0.9538
H: 2.9716 3.3456 -0.1685
H: 2.9615 2.4167 -1.6735
H: -0.7433 -0.8792 3.1196
H: -2.3276 5.0924 0.0878
H: -0.1287 -0.4306 -6.9329
H: -3.3638 -1.3033 1.6248
H: -3.8794 0.0020 -1.4508
H: -0.0939 1.5754 -2.2503
H: -1.0230 -0.7865 -2.3284
H: 6.0313 0.0342 2.0855
H: -2.7992 -3.2414 3.2208
H: -3.4122 3.5377 -0.4736
H: -0.6100 -2.3351 -4.1706
H: 1.5429 -0.6122 0.6565
H: 5.7873 -1.2185 0.7845
H: 1.1865 -1.9690 -2.5439
H: -4.6864 0.9444 -0.1843
H: -1.3359 -0.8708 -4.7794
H: -1.0041 1.3267 -3.7206
H: 0.1706 3.3773 1.7116
H: 0.7478 1.3003 -3.7989
H: 4.5386 1.6169 0.3753
H: 0.8067 -0.5670 -0.6555
H: 1.8468 -0.6824 -2.8962
H: -2.9788 0.0126 2.5990
H: 0.0092 -2.1758 -6.6757
H: -1.4522 -2.8029 1.1551
H: -2.2577 -3.2572 6.1816
H: -0.2858 1.8184 1.1094
H: 0.0603 -1.1908 0.5540
H: -1.2855 2.6424 2.4360
H: -2.2889 -4.7622 5.2152
H: 5.2649 -1.6150 2.3770
H: 1.4447 -1.2572 -7.0362

Its electronic energy is -1232.71407 hartree. The charge is +1. The gap between HOMO and LUMO comes out at 9.449 eV.